No. 1
53
Properties=species:S:1:pos:R:3:forces:R:3:nbo_charge:R:1 method="wB97M-V/def2-TZVPD" homo_energy_ev=-7.686 homo_lumo_gap_ev=6.825 relative_energy_ev=19.906
C 1.571965 4.265855 -2.917234 -7.27 0.77 -5.73 -0.6116
H 1.064662 5.240856 -3.151581 1.55 -0.19 -0.12 0.2071
H 1.966699 3.782470 -3.778191 1.12 0.57 -0.93 0.2021
H 2.208025 4.317345 -2.183083 2.94 -0.02 4.37 0.1949
C 0.266505 3.393682 -2.824111 5.42 0.39 12.93 -0.1596
N 0.756513 2.090020 -2.138020 -0.60 -1.50 -1.28 -0.5383
C 1.378711 2.154631 -0.745454 -7.32 -9.44 -3.49 -0.1938
H 1.548252 0.880619 -0.659749 0.88 3.73 -0.02 0.1917
C 0.157458 2.242465 0.180574 3.41 5.19 4.60 -0.2464
N -1.081936 1.600306 -0.053498 3.90 2.66 8.08 -0.6028
C -1.993849 1.309938 0.858717 -2.77 -1.94 -14.46 0.7132
O -2.036175 1.825431 1.818872 -0.05 5.33 14.31 -0.5655
C -3.387733 0.839794 0.101424 8.08 -8.53 7.81 -0.5868
H -2.997019 -0.197127 -0.263375 -1.45 1.73 -0.26 0.2367
H -3.984315 1.346384 -0.429956 -4.29 4.23 -3.80 0.2180
S -4.155882 0.328489 1.792753 -4.88 -0.39 -3.29 1.1643
O -5.612618 0.008664 1.227308 2.96 0.26 2.02 -0.9564
C -3.308164 -1.295144 2.055183 -8.69 -3.66 0.53 -0.6860
C -2.015366 -1.345050 2.019691 17.42 2.70 -0.31 0.0951
C -0.946240 -0.682687 2.966445 -5.53 -4.21 -6.64 0.2586
O 0.193980 -0.802234 2.246719 2.52 6.92 12.93 -0.3531
C 0.236752 -1.354388 1.218570 -8.90 -5.01 -7.54 0.4291
N -1.149073 -1.696193 0.952133 0.13 -0.78 -0.91 -0.5131
C 1.324750 -1.546197 0.380608 -2.41 -2.93 -4.39 -0.0127
C 0.888201 -2.452735 -1.073785 5.82 4.80 8.54 -0.1029
C 1.979676 -2.443453 -1.763735 3.14 -0.46 -4.03 -0.2562
C 3.286533 -1.890514 -1.489993 -0.25 -2.61 2.90 -0.0289
C 3.517898 -1.599667 -0.111284 5.25 1.22 -5.57 -0.1850
C 2.582215 -1.134881 0.677411 -4.86 -0.25 3.17 -0.2666
H 2.616875 -0.668042 1.665360 1.00 0.01 -0.37 0.2374
H 4.520030 -1.284084 0.136049 0.56 -0.49 0.02 0.2208
Cl 4.627056 -2.383144 -2.578409 -1.06 0.67 0.89 -0.0096
H 1.897104 -2.923635 -2.719428 0.14 0.00 -0.87 0.2169
H -0.033914 -2.373878 -1.343420 -5.68 -0.67 -1.35 0.2183
C -1.234299 0.014194 4.141532 0.17 -10.91 1.32 -0.6560
H -1.549010 0.834191 4.158893 -4.13 12.85 -0.73 0.2134
H -0.439904 -0.128592 4.653508 6.04 0.39 4.02 0.2323
H -1.897097 -0.448187 4.939718 -0.08 -0.64 -1.60 0.2306
H -3.710636 -2.090183 1.299345 0.16 1.69 1.04 0.2793
H -3.528946 -1.786254 3.092447 -0.71 1.47 -1.43 0.2753
H -1.080884 1.379984 -0.876890 -1.01 -3.84 -11.56 0.3874
H 0.180765 3.420796 0.397255 -1.52 -1.65 -0.85 0.1714
H 0.581731 2.093862 1.224945 -0.76 -0.87 -0.88 0.2081
H 2.119899 2.790498 -0.688575 3.91 3.03 1.18 0.1825
C 1.360060 0.936764 -3.094988 -7.07 1.59 6.02 -0.2189
C 2.673608 1.126022 -3.116380 9.78 0.44 -0.89 -0.6260
H 3.061028 0.390244 -3.813341 0.62 -0.18 -0.73 0.2172
H 3.059074 2.165327 -3.527694 -0.79 -2.17 1.15 0.2112
H 3.243316 0.759458 -2.219864 -0.54 1.10 -0.33 0.2189
H 0.987175 1.141449 -3.998429 -2.15 0.44 -3.50 0.1890
H 0.968871 -0.024793 -2.662911 0.54 0.76 -0.62 0.2065
H -0.255874 3.092333 -3.546642 -3.91 -1.53 -6.35 0.1760
H -0.429484 3.738234 -1.856896 1.24 -0.06 -3.01 0.1733

No. 2
56
Properties=species:S:1:pos:R:3:forces:R:3:nbo_charge:R:1 method="wB97M-V/def2-TZVPD" homo_energy_ev=-0.841 charge=-1 homo_lumo_gap_ev=2.357
C -3.410106 -0.607597 -2.821253 -0.28 -0.23 -0.45 -0.6273
C -1.909186 -0.530268 -2.526111 -0.11 0.82 0.54 0.1368
C -1.673591 -1.584394 -1.430626 0.13 -0.45 0.13 -0.6031
C -1.091778 -0.926094 -3.741942 -0.03 -0.30 -0.20 -0.6099
N -1.553715 0.831787 -2.093428 -1.36 -2.61 1.91 -0.7880
C -2.419925 1.435168 -1.065767 -0.12 -0.80 -0.85 -0.2835
C -1.673723 2.650930 -0.556232 0.88 0.83 -0.14 -0.2392
N -0.413201 2.698253 -1.313230 0.62 0.81 3.34 -0.7953
C 0.649513 3.564939 -0.792123 -0.86 -0.40 0.05 0.1396
C 0.056891 4.939309 -0.461457 0.23 0.53 -0.06 -0.6268
C 1.771107 3.685146 -1.807995 0.32 0.21 0.03 -0.6110
C 1.242231 3.028911 0.524271 0.36 0.03 0.20 -0.6138
P -0.692798 2.063566 -2.813022 1.12 0.63 -4.04 0.2867
H 0.535600 -1.004225 -0.130554 -0.38 0.35 -0.94 0.2812
H -3.693677 0.185697 -3.527218 -0.05 -0.21 0.19 0.2193
H -3.620638 -1.596461 -3.263842 -0.14 0.34 0.06 0.1905
H -4.008577 -0.520543 -1.896371 0.24 0.08 -0.43 0.2026
H -0.606737 -1.708567 -1.218905 -0.21 0.00 -0.13 0.1808
H -2.204083 -1.363817 -0.492250 0.18 0.07 -0.27 0.2030
H -2.046669 -2.561078 -1.786141 0.10 0.23 0.13 0.1974
H -0.030657 -0.998903 -3.501701 -0.01 0.22 0.00 0.2161
H -1.415322 -1.914804 -4.081032 -0.04 -0.03 -0.01 0.1867
H -1.222650 -0.229466 -4.569318 0.04 0.12 0.05 0.2260
H -3.346408 1.770752 -1.566897 -0.14 -0.05 0.42 0.1625
H -2.630660 0.711712 -0.262631 -0.13 0.18 -0.13 0.1693
H -2.254326 3.556317 -0.803379 -0.18 -0.05 0.32 0.1597
H -1.468637 2.599029 0.521883 -0.17 0.05 -0.07 0.1682
H -0.626822 4.886517 0.404714 0.19 0.01 -0.44 0.2021
H 0.879410 5.622608 -0.190261 -0.30 -0.03 -0.08 0.1892
H -0.478399 5.337360 -1.337345 0.11 -0.06 0.32 0.2189
H 2.270654 2.727398 -1.959286 -0.19 -0.02 -0.13 0.2180
H 1.420403 4.063448 -2.768746 -0.09 -0.12 -0.01 0.2252
H 2.520748 4.386480 -1.429965 0.01 0.05 0.05 0.1857
H 1.791902 2.092451 0.372785 -0.15 0.20 -0.07 0.1986
H 1.956751 3.772000 0.917579 -0.13 -0.21 -0.03 0.1921
H 0.478398 2.879661 1.300455 0.13 -0.01 -0.26 0.1995
O 2.183530 -0.018650 5.132594 -0.18 -1.57 -0.57 -0.4926
C 2.010255 -1.078576 4.716575 -0.22 1.20 0.31 0.6168
Co 1.770650 -2.701910 4.048505 0.78 0.74 -0.19 -0.0528
C 3.385099 -2.863518 3.325038 2.58 -0.33 -1.02 0.4687
O 4.454881 -2.993322 2.910242 -1.54 0.21 0.61 -0.5120
C 1.803001 -3.447606 5.632449 -0.80 -1.97 2.38 0.5010
O 1.865386 -3.963515 6.669600 0.13 1.03 -1.67 -0.5104
C 0.503303 -1.920296 2.858044 -2.44 2.29 0.22 -0.5793
C 0.971465 -1.686103 1.611470 -0.53 0.74 1.67 0.1550
C 1.197468 -0.668282 0.641498 0.23 1.06 -0.22 -0.7389
Co 0.746437 -3.427766 1.813621 1.42 -3.11 -0.74 -0.0688
C 2.095893 -3.732036 0.732537 2.06 -1.15 -2.02 0.5653
O 2.992625 -3.963169 0.040552 -1.56 0.63 1.24 -0.4935
C -0.537662 -4.277786 0.854424 -2.06 -0.69 -0.32 0.5836
O -1.334219 -4.837045 0.229014 1.85 1.13 1.12 -0.4837
C 1.082873 -4.699280 3.062792 -0.53 -2.13 0.91 0.4628
O 1.094661 -5.781426 3.502915 0.21 1.95 -0.62 -0.5239
H -0.452740 -1.512419 3.233237 0.69 0.18 -0.07 0.2331
H 2.197538 -0.718427 0.188853 -0.16 0.21 0.20 0.2639
H 0.888235 0.347912 0.963379 0.49 -0.65 -0.21 0.2475

No. 3
62
Properties=species:S:1:pos:R:3:forces:R:3:nbo_charge:R:1 method="wB97M-V/def2-TZVPD" homo_energy_ev="-0.452 / 0.424" charge=-2 multiplicity=2 s_squared=0.77 homo_lumo_gap_ev="5.273 / 4.396"
V 0.605506 -0.130861 0.888379 0.48 -0.14 0.31 1.1680
N 3.203476 2.431708 -0.210069 0.05 0.05 0.01 -0.8363
C 1.897541 2.452259 -0.632951 0.01 -0.07 -0.01 0.2866
S 1.527228 3.373584 -2.036249 0.02 0.02 -0.01 -0.4990
N 1.125185 1.697428 0.116924 -0.16 0.10 0.03 -0.5175
N -0.245366 1.492324 0.026764 -0.23 0.16 -0.24 -0.3125
C -1.077786 2.372383 -0.393896 -0.04 0.00 0.03 0.0290
C -2.527551 2.201279 -0.473307 0.02 0.00 0.13 -0.2223
C -3.258877 3.384332 -0.610486 0.00 0.03 0.03 -0.1568
C -4.639874 3.421205 -0.694996 -0.01 0.02 -0.02 -0.3463
C -5.327302 2.205585 -0.663554 -0.02 -0.01 0.03 -0.2253
C -4.646222 1.015046 -0.554892 -0.04 0.01 0.15 -0.2890
C -3.220590 0.933733 -0.451283 0.03 0.02 -0.51 0.4034
O -2.636997 -0.198640 -0.448711 0.10 -0.08 0.29 -0.8055
H 3.884406 2.727301 -0.884672 -0.01 -0.01 0.00 0.3827
H 3.444851 1.761656 0.512722 0.02 -0.01 -0.01 0.4220
H -0.692610 3.340272 -0.698611 0.01 0.00 0.02 0.2003
H -2.699960 4.315811 -0.644050 0.00 0.00 -0.01 0.1898
H -5.166538 4.362838 -0.791171 0.00 0.01 0.00 0.1833
H -6.411779 2.195414 -0.733112 -0.01 0.00 -0.01 0.1785
H -5.177505 0.069203 -0.549974 0.00 -0.01 -0.01 0.1867
N -1.118392 -0.983785 1.875901 -0.06 0.16 -0.04 -0.7072
N -0.852975 -2.314530 2.280740 -0.02 -0.09 -0.08 -0.5244
C 0.502759 -2.718067 2.232114 0.08 0.17 0.21 0.8693
O 0.835275 -3.704669 2.890208 -0.06 -0.08 -0.05 -0.7386
O 1.237463 -2.011077 1.456968 -0.07 -0.19 -0.04 -0.8007
H -1.249312 -0.381530 2.688404 0.00 0.05 0.03 0.4015
H -1.906420 -0.919546 1.226737 0.00 -0.04 -0.04 0.4206
H -1.316329 -2.602603 3.129729 0.03 -0.01 -0.02 0.3678
C 1.945271 -1.403521 -1.517942 0.01 -0.02 0.00 -0.0819
N 0.549403 -1.045270 -1.207621 -0.02 0.04 -0.06 -0.4989
C -0.257585 -2.287514 -1.188157 -0.05 -0.02 -0.01 -0.0960
N -0.177252 -3.006577 -2.466886 0.02 -0.02 0.02 -0.4731
C 1.227999 -3.306556 -2.735778 0.01 -0.01 0.03 -0.0743
N 2.062760 -2.103993 -2.803543 0.02 0.00 0.01 -0.4760
C 1.511911 -1.230291 -3.845112 0.01 -0.01 -0.02 -0.0754
N 0.116305 -0.883065 -3.603995 -0.01 0.03 0.02 -0.4704
C 0.026754 -0.196012 -2.309114 -0.02 -0.03 0.02 -0.1076
C -0.662572 -2.114213 -3.520488 -0.02 -0.01 -0.01 -0.0741
H 2.317239 -2.038506 -0.712504 0.00 0.00 -0.01 0.2227
H 2.533850 -0.483264 -1.556404 0.01 0.00 -0.01 0.2065
H -1.291523 -2.003366 -0.989140 0.01 -0.01 0.00 0.2495
H 0.117373 -2.926520 -0.391116 -0.01 -0.01 -0.02 0.2245
H 1.299839 -3.837557 -3.690828 0.00 0.00 0.00 0.1741
H 1.608245 -3.952042 -1.940242 0.00 0.01 -0.01 0.1974
H 1.590392 -1.744153 -4.809152 0.00 0.00 0.00 0.1727
H 2.099967 -0.310595 -3.880710 0.00 0.00 0.00 0.2040
H -1.012480 0.032057 -2.080376 0.00 0.00 0.01 0.2541
H 0.602231 0.727744 -2.357355 0.01 0.04 0.02 0.2340
H -0.605799 -2.638346 -4.481002 0.00 0.00 0.00 0.1705
H -1.702425 -1.857742 -3.309155 0.00 0.00 -0.01 0.2086
O 3.436069 0.629997 2.177707 0.01 -0.04 -0.02 -0.6599
C 2.600166 0.677148 3.072945 -0.03 0.04 0.00 0.6858
C 2.972879 0.918862 4.535314 -0.01 -0.03 0.01 -0.5109
C 1.627714 0.923561 5.240726 0.01 0.01 -0.01 -0.5068
C 0.634822 0.624785 4.114635 -0.04 0.06 0.03 0.6778
O -0.569225 0.508859 4.324193 0.01 -0.05 -0.03 -0.6694
N 1.259097 0.524006 2.915015 -0.03 -0.08 -0.14 -0.6809
H 3.529869 1.853334 4.611646 -0.01 0.00 0.00 0.2140
H 3.632708 0.110987 4.853821 0.01 0.00 0.01 0.2199
H 1.364606 1.886153 5.682250 0.00 -0.01 0.00 0.2144
H 1.520092 0.163527 6.014773 0.01 -0.01 0.00 0.2173

No. 4
54
Properties=species:S:1:pos:R:3:forces:R:3:nbo_charge:R:1 method="wB97M-V/def2-TZVPD" homo_energy_ev=-8.046 homo_lumo_gap_ev=8.743 relative_energy_ev=2.211 smiles="CCOCCCNC(=O)CS(=O)(=O)Cc1nc(-c2cccc(OC)c2)oc1C"
C 2.860332 3.635841 -0.051402 0.05 -0.32 -0.37 -0.6221
C 2.767457 2.822700 -1.332553 -0.25 0.26 0.02 -0.0705
O 3.980198 2.100620 -1.504160 0.14 0.06 0.29 -0.5686
C 4.013976 1.278037 -2.652671 -0.12 -0.23 -0.37 -0.0621
C 3.420720 -0.119473 -2.432466 0.30 0.27 0.22 -0.4470
C 4.276052 -0.937961 -1.463789 -0.15 -0.19 -0.25 -0.2239
N 4.202449 -0.348766 -0.144636 0.25 0.31 0.01 -0.6045
C 3.608892 -0.966535 0.881791 0.64 -0.07 0.01 0.6676
O 3.329756 -2.155918 0.902190 -0.07 -0.29 0.12 -0.6650
C 3.225278 -0.062771 2.021562 -1.11 -0.19 -0.33 -0.7245
S 1.446547 0.267614 1.645848 0.47 0.45 0.56 2.1510
O 1.349334 0.467225 0.224058 0.04 -0.31 -0.23 -0.9631
O 1.017159 1.349211 2.487090 -0.10 -0.06 0.43 -0.9350
C 0.580276 -1.291377 2.099879 0.34 0.47 -0.38 -0.6619
C -0.434141 -1.515114 1.058712 -0.07 -0.83 -1.05 0.0266
N -1.610648 -0.821293 1.045367 -0.79 0.25 -0.32 -0.4548
C -2.208214 -1.163855 -0.059337 0.69 0.22 1.02 0.4655
C -3.483360 -0.670008 -0.528812 -0.54 -0.03 -0.55 -0.0139
C -4.080772 -1.190488 -1.672475 0.26 -0.01 0.21 -0.2321
C -5.296376 -0.678743 -2.092336 -0.11 0.11 0.04 -0.1930
C -5.909810 0.339229 -1.391268 0.00 0.10 0.12 -0.2493
C -5.311366 0.869022 -0.243495 0.04 -0.17 -0.15 0.3139
O -5.990131 1.874232 0.369588 -0.09 -0.16 -0.26 -0.4916
C -5.420482 2.462820 1.516015 0.08 0.09 0.18 -0.2534
C -4.096838 0.357829 0.188217 -0.03 0.08 0.06 -0.3028
O -1.495587 -2.053591 -0.785068 -0.23 -0.03 -0.24 -0.4025
C -0.358110 -2.270768 -0.082951 0.50 0.22 1.07 0.3076
C 0.656723 -3.216380 -0.602979 -0.30 0.03 -0.06 -0.6814
H 2.050758 4.358753 -0.020273 -0.09 0.08 0.07 0.2198
H 2.768220 2.986937 0.815804 0.00 -0.01 0.14 0.2060
H 3.811555 4.161199 -0.011895 0.06 0.09 0.01 0.2112
H 1.916536 2.135591 -1.270256 0.09 0.09 -0.10 0.1972
H 2.627814 3.486520 -2.199429 0.04 -0.09 0.07 0.1605
H 3.493952 1.776471 -3.481756 0.08 0.01 0.05 0.1759
H 5.073955 1.187596 -2.914828 -0.10 -0.01 -0.08 0.1825
H 2.415486 -0.029467 -2.016375 -0.07 -0.06 -0.10 0.2315
H 3.362347 -0.630790 -3.393636 -0.01 -0.01 -0.06 0.2156
H 5.319933 -0.949220 -1.795797 -0.08 -0.10 -0.03 0.1914
H 3.915291 -1.966263 -1.389748 0.13 0.10 -0.01 0.2310
H 4.255208 0.665569 -0.162834 -0.07 -0.11 0.20 0.4270
H 3.259650 -0.554298 2.987815 0.10 -0.08 0.04 0.2564
H 3.745777 0.888563 2.037741 -0.12 0.18 -0.01 0.2538
H 0.142515 -1.113548 3.076173 0.03 0.02 0.12 0.2648
H 1.333846 -2.072411 2.109584 0.10 -0.05 0.08 0.2785
H -3.594935 -1.983904 -2.218096 0.03 -0.07 -0.06 0.2206
H -5.769963 -1.076576 -2.977394 -0.05 -0.02 -0.07 0.2154
H -6.854881 0.748738 -1.711002 -0.11 0.05 -0.04 0.2239
H -4.446007 2.908660 1.295447 -0.03 -0.02 0.01 0.1806
H -5.310575 1.736248 2.326691 0.01 0.02 -0.03 0.1788
H -6.115773 3.243363 1.821006 0.09 -0.05 0.02 0.1996
H -3.587296 0.726143 1.062410 0.00 0.10 0.12 0.2454
H 0.731209 -3.114836 -1.683507 0.09 -0.02 -0.09 0.2288
H 0.372858 -4.244930 -0.376888 0.01 -0.08 -0.05 0.2272
H 1.622895 -3.012285 -0.148851 0.03 0.00 -0.02 0.2674